# 1
Molecular formula: C2H10N2P
Method: DFT, the ωB97M-V functional and the def2-TZVPD basis

Calculated values
Frontier orbital gap, eV: 8.70
HOMO, hartree: -0.51161

ORCA input file:
```
! wB97M-V def2-TZVPD RIJCOSX def2/J DEFGRID3
* xyz 1 1
C -0.026 -0.231 1.658
C -1.214 0.363 -1.078
N -2.555 0.913 1.614
N 2.525 -0.590 -1.430
P -1.403 0.424 0.754
H -0.160 -0.360 2.732
H 0.732 0.468 1.399
H 0.264 -1.183 1.233
H -0.181 0.427 -1.401
H -1.946 0.885 -1.673
H -1.391 -0.791 -1.215
H -3.435 1.349 1.299
H 2.684 -0.575 -0.380
H 3.018 -1.372 -1.792
H 3.089 0.274 -1.718
*
```

Here are the Löwdin charges for atoms 1 to 6, given in e: atom 1 (C): -0.17, atom 2 (C): -0.16, atom 3 (N): -0.11, atom 4 (N): -0.02, atom 5 (P): 0.93, atom 6 (H): 0.08

# 2
Molecular formula: C2H10N3
Method: DFT, the ωB97M-V functional and the def2-TZVPD basis

Calculated values
Frontier orbital gap, eV: 11.51
HOMO, hartree: -0.53603

ORCA input file:
```
! wB97M-V def2-TZVPD RIJCOSX def2/J DEFGRID3
* xyz 1 1
C -2.077 -0.756 -1.064
N -1.053 0.232 -1.314
H -3.170 -0.394 -1.524
H -1.748 -1.681 -1.649
H -2.076 -1.074 -0.021
H -1.499 1.207 -1.473
H -0.532 0.009 -2.206
H -0.199 0.609 -0.230
N 2.386 0.031 1.860
C 1.637 0.132 0.738
N 0.494 0.767 0.749
H 3.269 -0.487 1.964
H 2.508 0.699 2.682
H 1.957 -0.422 -0.143
H 0.104 1.127 1.629
*
```

Here are the Löwdin charges for atoms 1 to 6, given in e: atom 1 (C): -0.16, atom 2 (N): -0.11, atom 3 (H): 0.15, atom 4 (H): 0.10, atom 5 (H): 0.07, atom 6 (H): 0.15

# 3
Molecular formula: C2H10N3P3
Method: DFT, the ωB97M-V functional and the def2-TZVPD basis

Calculated values
Frontier orbital gap, eV: 6.22
HOMO, hartree: -0.26714

ORCA input file:
```
! wB97M-V def2-TZVPD RIJCOSX def2/J DEFGRID3
* xyz 0 1
C -4.323 0.224 -0.198
C 3.265 -0.674 0.463
N -1.958 -0.599 0.466
N 2.123 0.399 -1.671
N 1.040 0.713 0.798
P -2.587 0.543 -0.471
P -0.431 -1.051 0.925
P 2.432 0.936 -0.064
H -4.878 1.128 -0.585
H -4.555 -0.813 -0.678
H -4.725 0.166 0.834
H 2.550 -1.472 0.123
H 3.256 -0.597 1.540
H 4.175 -0.617 -0.144
H 3.014 0.157 -2.116
H 1.710 0.948 -2.391
H 0.384 1.614 0.811
H -0.492 -1.005 2.355
*
```

Here are the Löwdin charges for atoms 1 to 6, given in e: atom 1 (C): -0.43, atom 2 (C): -0.31, atom 3 (N): -0.71, atom 4 (N): -0.25, atom 5 (N): -0.49, atom 6 (P): 0.78

# 4
Molecular formula: C2H10N4
Method: DFT, the ωB97M-V functional and the def2-TZVPD basis

Calculated values
Frontier orbital gap, eV: 9.91
HOMO, hartree: -0.32275

ORCA input file:
```
! wB97M-V def2-TZVPD RIJCOSX def2/J DEFGRID3
* xyz 0 1
C 1.715 0.949 0.061
C 1.310 -0.503 0.004
N -0.197 -0.494 0.246
N -0.782 -1.806 -0.095
N -0.720 0.685 -0.347
N -1.965 1.118 0.332
H 1.487 1.505 -0.888
H 1.169 1.351 0.965
H 2.697 0.909 0.382
H 1.375 -0.886 -0.996
H 1.842 -1.114 0.704
H -0.937 -1.677 -1.081
H -1.638 -1.923 0.433
H -0.828 0.403 -1.325
H -2.724 0.505 0.222
H -1.804 0.981 1.385
*
```

Here are the Löwdin charges for atoms 1 to 6, given in e: atom 1 (C): -0.12, atom 2 (C): -0.22, atom 3 (N): -0.30, atom 4 (N): 0.05, atom 5 (N): -0.14, atom 6 (N): 0.00

# 5
Molecular formula: C2H10N4O
Method: DFT, the ωB97M-V functional and the def2-TZVPD basis

Calculated values
Frontier orbital gap (spin up / spin down), eV: 3.59 / 9.42
HOMO (spin up / spin down), hartree: 0.03026 / -0.19852

ORCA input file:
```
! wB97M-V def2-TZVPD RIJCOSX def2/J DEFGRID3
* xyz -1 2
N 1.112 -1.780 1.261
C 1.961 -0.564 1.363
N 1.547 0.538 2.262
H 0.885 -2.162 2.184
H 0.240 -1.615 0.712
H 2.913 -0.935 1.731
H 2.118 -0.166 0.337
H 0.592 0.791 2.095
H 1.653 0.222 3.256
N -1.752 1.605 -0.914
C -1.117 0.495 -1.490
N -1.759 -0.679 -1.120
O -0.099 0.601 -2.160
H -2.257 1.460 -0.095
H -1.174 2.432 -0.909
H -1.214 -1.427 -1.542
H -2.056 -0.781 -0.146
*
```

Here are the Löwdin charges for atoms 1 to 6, given in e: atom 1 (N): -0.07, atom 2 (C): -0.42, atom 3 (N): -0.06, atom 4 (H): 0.02, atom 5 (H): 0.00, atom 6 (H): 0.07

# 6
Molecular formula: C2H10N4O
Method: DFT, the ωB97M-V functional and the def2-TZVPD basis

Calculated values
Frontier orbital gap, eV: 9.05
HOMO, hartree: -0.30239

ORCA input file:
```
! wB97M-V def2-TZVPD RIJCOSX def2/J DEFGRID3
* xyz 0 1
C 1.421 -1.007 0.590
C 0.729 0.316 0.243
O 0.568 0.483 -1.194
N -0.325 -0.522 -1.785
N -0.495 0.586 1.071
N -1.502 -0.406 0.912
N -1.094 1.831 0.731
H 0.871 -1.877 0.216
H 2.414 -1.042 0.127
H 1.549 -1.116 1.672
H 1.447 1.098 0.523
H -1.019 0.082 -2.229
H 0.261 -0.864 -2.551
H -1.654 -0.586 -0.084
H -1.183 -1.300 1.289
H -1.585 1.752 -0.155
H -0.403 2.574 0.622
*
```

Here are the Löwdin charges for atoms 1 to 6, given in e: atom 1 (C): -0.05, atom 2 (C): -0.38, atom 3 (O): -0.19, atom 4 (N): 0.04, atom 5 (N): -0.25, atom 6 (N): 0.03

# 7
Molecular formula: C2H10N4O2
Method: DFT, the ωB97M-V functional and the def2-TZVPD basis

Calculated values
Frontier orbital gap (spin up / spin down), eV: 7.36 / 7.36
HOMO (spin up / spin down), hartree: -0.25894 / -0.25893

ORCA input file:
```
! wB97M-V def2-TZVPD RIJCOSX def2/J DEFGRID3
* xyz 0 1
C -0.757 1.209 1.138
C -1.673 0.420 0.442
N 1.883 -0.550 0.648
N 1.515 0.184 1.598
N -0.929 -0.971 -0.701
N -0.259 -0.415 -1.853
O 1.482 -1.717 0.432
O 2.342 0.181 -0.556
H -0.195 -1.449 -0.136
H 2.455 -0.527 -1.227
H 1.924 1.108 1.484
H -1.555 -1.702 -1.038
H -0.955 0.111 -2.378
H 0.366 0.315 -1.504
H -0.519 2.203 0.779
H -0.615 1.025 2.193
H -2.228 -0.316 1.014
H -2.281 0.890 -0.334
*
```

Here are the Löwdin charges for atoms 1 to 6, given in e: atom 1 (C): -0.15, atom 2 (C): -0.18, atom 3 (N): -0.38, atom 4 (N): 0.17, atom 5 (N): -0.07, atom 6 (N): -0.01

# 8
Molecular formula: C2H10N4P
Method: DFT, the ωB97M-V functional and the def2-TZVPD basis

Calculated values
Frontier orbital gap (spin up / spin down), eV: 9.39 / 7.93
HOMO (spin up / spin down), hartree: -0.47886 / -0.49679

ORCA input file:
```
! wB97M-V def2-TZVPD RIJCOSX def2/J DEFGRID3
* xyz 1 1
C 2.077 0.312 0.356
C -1.838 -1.398 0.025
N -0.962 -0.662 -0.875
N 0.912 0.755 0.570
N -1.554 1.500 0.366
N 2.612 -0.100 -0.746
P -0.476 0.909 -0.769
H 3.923 0.256 2.204
H -2.881 -1.362 -0.299
H -1.757 -0.990 1.030
H -1.519 -2.441 0.044
H 0.649 1.115 1.478
H -2.523 1.233 0.238
H -1.497 2.496 0.539
H -0.816 -1.131 -1.759
H 3.540 -0.490 -0.772
H 2.111 -0.003 -1.628
*
```

Here are the Löwdin charges for atoms 1 to 6, given in e: atom 1 (C): -0.25, atom 2 (C): -0.14, atom 3 (N): -0.30, atom 4 (N): -0.07, atom 5 (N): -0.17, atom 6 (N): 0.15

# 9
Molecular formula: C2H10N4S
Method: DFT, the ωB97M-V functional and the def2-TZVPD basis

Calculated values
Frontier orbital gap, eV: 9.48
HOMO, hartree: -0.65329

ORCA input file:
```
! wB97M-V def2-TZVPD RIJCOSX def2/J DEFGRID3
* xyz 2 1
C -0.745 0.006 0.030
C 1.477 -0.954 0.399
N 0.245 1.181 -0.547
N 0.010 -0.995 0.366
N -0.273 2.420 -1.081
N -0.456 -2.125 0.884
S -2.499 0.099 0.234
H 1.787 -0.170 1.147
H 1.633 -2.008 0.734
H 1.774 -0.759 -0.582
H 1.104 1.338 -0.034
H 0.066 2.820 -1.954
H -0.008 3.114 -0.392
H -1.334 2.240 -1.319
H -1.400 -2.210 0.999
H -0.021 -2.882 1.324
H -2.936 -1.155 -0.030
*
```

Here are the Löwdin charges for atoms 1 to 6, given in e: atom 1 (C): -0.45, atom 2 (C): 0.07, atom 3 (N): 0.02, atom 4 (N): -0.20, atom 5 (N): 0.20, atom 6 (N): 0.17

# 10
Molecular formula: C2H10N4S2
Method: DFT, the ωB97M-V functional and the def2-TZVPD basis

Calculated values
Frontier orbital gap (spin up / spin down), eV: 6.45 / 7.35
HOMO (spin up / spin down), hartree: -0.62498 / -0.62655

ORCA input file:
```
! wB97M-V def2-TZVPD RIJCOSX def2/J DEFGRID3
* xyz 2 1
C 1.224 0.731 -0.164
C -1.159 -0.378 0.244
N -0.053 0.464 0.497
N 2.926 -0.817 0.122
N 2.352 0.276 0.586
N -2.357 0.529 -0.346
S -0.747 -1.680 -0.971
S -3.894 0.121 -0.094
H 1.356 0.107 -1.069
H 1.202 1.905 -0.248
H -1.681 -0.936 1.081
H -0.177 0.852 1.395
H 3.289 -0.860 -0.825
H 3.351 -1.383 0.780
H 2.826 0.834 1.193
H -1.966 1.332 -0.849
H -2.014 -2.341 -0.844
H -4.479 1.244 -0.488
*
```

Here are the Löwdin charges for atoms 1 to 6, given in e: atom 1 (C): -0.15, atom 2 (C): -0.68, atom 3 (N): -0.04, atom 4 (N): 0.24, atom 5 (N): 0.07, atom 6 (N): -0.38

# 11
Molecular formula: C2H10N6OP
Method: DFT, the ωB97M-V functional and the def2-TZVPD basis

Calculated values
Frontier orbital gap, eV: 8.60
HOMO, hartree: -0.46469

ORCA input file:
```
! wB97M-V def2-TZVPD RIJCOSX def2/J DEFGRID3
* xyz 1 1
H 1.308 -0.775 -1.979
N 1.908 -1.141 -1.357
C 2.059 -0.495 -0.277
N 3.125 -0.705 0.511
N 1.132 0.435 0.292
N -0.135 0.669 -0.244
P -0.573 2.570 -0.300
N -1.217 0.180 0.617
C -1.970 -0.792 0.021
N -3.012 -1.236 0.639
O -1.601 -1.178 -1.087
H 3.672 -1.501 0.309
H 3.366 -0.259 1.430
H 1.297 0.811 1.258
H -0.413 -0.100 -1.170
H -0.880 2.500 -1.560
H 0.731 3.225 -0.720
H -1.567 0.729 1.336
H -3.238 -0.964 1.583
H -3.663 -2.024 0.247
*
```

Here are the Löwdin charges for atoms 1 to 6, given in e: atom 1 (H): -0.01, atom 2 (N): 0.16, atom 3 (C): -0.53, atom 4 (N): 0.14, atom 5 (N): 0.01, atom 6 (N): -0.30

# 12
Molecular formula: C2H10NO
Method: DFT, the ωB97M-V functional and the def2-TZVPD basis

Calculated values
Frontier orbital gap, eV: 12.94
HOMO, hartree: -0.59678

ORCA input file:
```
! wB97M-V def2-TZVPD RIJCOSX def2/J DEFGRID3
* xyz 1 1
C -0.703 1.090 1.378
N 0.006 0.326 0.312
C 0.519 1.227 -0.756
H -0.967 2.074 1.000
H -1.643 0.629 1.657
H -0.100 1.172 2.278
H -0.624 -0.355 -0.116
H 0.763 -0.236 0.688
H -0.343 1.654 -1.256
H 1.231 0.751 -1.424
H 1.098 2.037 -0.315
H -0.349 -3.009 -0.533
H 0.928 -2.512 -1.276
O 0.116 -2.239 -0.804
*
```

Here are the Löwdin charges for atoms 1 to 6, given in e: atom 1 (C): 0.01, atom 2 (N): -0.05, atom 3 (C): 0.00, atom 4 (H): 0.10, atom 5 (H): 0.10, atom 6 (H): 0.11